Formula: C21H22ClN3O3
Source: the Open Molecules 2025 dataset
Level of theory: ωB97M-V with the def2-TZVPD basis set

Output
Energy above the lowest of the compared OMol25 structures with the same formula, charge and spin = 68.3 kcal/mol
Charge = 0
Spin multiplicity = 1
SMILES = CC[C@@H](NC(=O)c1cc(COc2cc(C)c(Cl)c(C)c2)on1)c1ccncc1
HOMO-LUMO gap = 9.31 eV

Geometry (Å):
C (-2.14407, -2.06319, -3.02085)
C (-2.55150, -0.89585, -2.13179)
C (-2.48611, -1.26671, -0.64165)
N (-1.12734, -1.57927, -0.24712)
C (-0.74964, -2.79890, 0.20621)
O (-1.47299, -3.76508, 0.24923)
C (0.68188, -2.77791, 0.62687)
C (1.74445, -2.13953, -0.06744)
C (2.81150, -2.28802, 0.77191)
C (4.19160, -1.71810, 0.70735)
O (4.24625, -0.58397, -0.12599)
C (3.35135, 0.43156, 0.08686)
C (3.22115, 1.34780, -0.95347)
C (2.31878, 2.39480, -0.87903)
C (2.18143, 3.37690, -1.99878)
C (1.53039, 2.50081, 0.26547)
Cl (0.36502, 3.78323, 0.36636)
C (1.65235, 1.61561, 1.33077)
C (0.80178, 1.75932, 2.55319)
C (2.57887, 0.58503, 1.23109)
O (2.42167, -2.96230, 1.86385)
N (1.10894, -3.26444, 1.76136)
C (-3.02627, -0.14521, 0.21309)
C (-4.19678, -0.29933, 0.94492)
C (-4.65031, 0.76276, 1.71264)
N (-4.02647, 1.92464, 1.78922)
C (-2.91360, 2.07467, 1.09273)
C (-2.37153, 1.08006, 0.29448)
H (-2.80017, -2.91391, -2.85529)
H (-2.20147, -1.77896, -4.06869)
H (-1.12552, -2.37557, -2.80250)
H (-1.89837, -0.04009, -2.31867)
H (-3.57412, -0.59193, -2.36341)
H (-3.06419, -2.18084, -0.46975)
H (-0.47170, -0.81362, -0.21784)
H (1.72260, -1.66588, -1.02614)
H (4.88816, -2.43279, 0.25646)
H (4.53781, -1.49513, 1.72627)
H (3.84097, 1.22145, -1.82668)
H (1.15871, 3.38698, -2.37373)
H (2.85528, 3.12848, -2.81335)
H (2.40983, 4.38171, -1.64598)
H (0.95976, 2.73525, 3.01004)
H (-0.25467, 1.68663, 2.29504)
H (1.03708, 0.98848, 3.28164)
H (2.67963, -0.08825, 2.06766)
H (-4.74036, -1.23109, 0.91980)
H (-5.55649, 0.67950, 2.29797)
H (-2.43420, 3.04103, 1.17841)
H (-1.45935, 1.26918, -0.25275)